Molecular formula: C19H20Cl5N8O7RbSe
Method: DFT, ωB97M-V/def2-TZVPD

The geometry in XYZ format:
```
61
Properties=species:S:1:pos:R:3:forces:R:3
Rb -0.719165 -0.864453 -0.044708 0.2 -1.2 1.7
C 1.237844 1.455452 3.308457 0.0 0.0 -0.1
O 1.389778 0.286865 2.521189 0.2 -0.2 -0.1
C 2.482460 -0.484171 2.974660 0.0 0.0 -0.1
C 2.522415 -1.849854 2.308970 -0.2 0.0 0.0
O 2.433864 -1.879929 0.893335 0.0 0.0 0.2
C 3.423324 -1.184567 0.174115 0.2 -0.3 0.1
C 2.959471 0.198426 -0.175266 0.8 -0.4 0.0
O 1.628051 0.017465 -0.711178 2.3 -0.8 0.5
C 1.114769 1.108320 -1.038968 -0.3 -4.5 1.7
H 0.950900 1.190464 4.331884 0.0 0.0 0.0
H 0.472934 2.068226 2.835648 0.0 0.0 0.0
H 2.173192 2.030597 3.330782 0.0 0.0 0.0
H 2.377842 -0.664315 4.052015 0.1 0.0 0.0
H 3.425556 0.065377 2.807207 0.0 0.1 0.0
H 1.662335 -2.420770 2.652613 0.0 0.0 0.0
H 3.443431 -2.360892 2.626285 0.0 0.1 0.1
H 3.566913 -1.744945 -0.753254 0.1 0.0 0.0
H 4.378823 -1.135245 0.714681 0.0 -0.1 0.0
H 3.580324 0.662716 -0.944550 0.1 0.0 0.0
H 2.887518 0.852869 0.691667 -0.1 0.0 0.0
H 0.898834 2.032842 -2.606630 1.7 -1.9 -3.2
H 1.886613 2.976192 -1.386643 0.4 0.8 -0.6
H -0.471543 1.867191 -1.612445 -1.7 -0.2 -0.8
O -3.273877 -0.619840 -5.508376 0.0 0.0 0.0
C -3.533781 0.564162 -5.003790 -0.1 0.0 -0.1
O -4.314681 1.335961 -5.530351 0.0 0.0 0.0
C -2.861858 0.926541 -3.727002 0.0 -0.3 0.0
C -3.132496 2.095394 -3.049921 0.0 -0.1 0.0
N -2.444232 2.050190 -1.904442 -0.7 -0.1 -0.1
N -1.724949 0.923230 -1.786709 -1.0 0.1 -0.4
C -1.945856 0.223339 -2.884404 -0.1 -0.1 -0.5
C -1.194024 -1.091187 -3.129017 0.7 -0.3 0.0
O -1.619466 -1.808899 -4.075345 -0.3 0.2 -0.1
O -0.206809 -1.359207 -2.413734 -0.6 0.2 -1.3
H -2.588492 -1.145175 -4.920680 0.0 0.0 0.0
H -3.750137 2.931100 -3.328623 0.0 0.0 0.0
H -2.391809 2.754574 -1.178055 0.1 -0.1 0.1
N -2.397388 1.101755 3.673544 0.0 0.1 0.3
N -3.083695 0.791979 2.521396 -0.1 0.0 -0.2
N -4.355177 1.080663 2.362974 -0.1 0.0 0.1
C -4.587164 0.563743 1.165430 0.0 0.0 0.0
N -3.503271 -0.023752 0.636820 -0.2 0.1 0.2
N -2.551514 0.149242 1.522169 -0.5 0.5 0.5
H -2.152569 2.088330 3.647102 0.1 0.0 -0.2
H -1.559264 0.525456 3.707933 -0.1 -0.1 0.0
H -5.547164 0.603149 0.682246 0.0 0.0 0.0
Cl 0.608025 2.442678 -1.429643 3.7 1.6 -2.0
C 0.192630 3.673361 -2.220227 -2.2 4.0 -4.0
C 0.220387 2.989732 -0.104342 -3.1 1.0 7.2
C 0.008167 3.830310 0.883537 1.5 1.9 -3.0
Cl -1.794348 3.903221 1.500480 -0.4 0.2 0.4
C 0.463728 5.189588 0.297186 -0.7 0.0 0.0
Cl 1.239753 6.255231 1.480613 -0.1 0.1 0.2
C 0.324218 5.674995 -0.991199 -0.5 0.0 0.4
Cl 0.741800 7.353461 -1.256569 0.1 0.0 -0.1
C -0.089413 4.961313 -2.309214 1.3 -0.2 3.3
Cl -0.236331 5.821194 -3.807460 -0.2 0.1 -0.1
Se -0.170370 -1.469501 5.517721 0.0 0.0 0.0
C -0.636428 -1.929068 3.819466 0.0 -0.1 0.0
N -0.918421 -2.213219 2.728168 0.0 0.0 0.1
```
Forces are in eV/Å.

Summary:
Spin multiplicity: 1
Molecular weight in g/mol: 814.111
Kohn-Sham gap in hartree: 0.19956
Energy relative to the best compared isomer or geometry (same formula, charge and spin) in kJ/mol: 2648.5
Charge: -2

Molecular formula: C19H20ClFN4O2S
Method: DFT, ωB97M-V/def2-TZVPD

The geometry in XYZ format:
```
48
Properties=species:S:1:pos:R:3:forces:R:3
C -0.878722 -2.761803 2.391075 0.0 -0.1 0.0
C -1.377470 -1.571730 2.663243 0.0 0.3 0.0
C -1.152517 -0.314738 1.869077 -0.3 -0.2 0.3
N -0.248674 -0.492566 0.743197 0.2 0.2 0.2
C -0.600995 -1.215883 -0.342930 0.0 -0.1 -0.4
O 0.169482 -1.624931 -1.191397 -0.3 -0.2 0.0
C -2.063182 -1.477569 -0.505121 -0.3 -1.3 -0.6
C -2.591897 -2.652462 -0.988292 -0.3 0.2 0.1
S -4.275589 -2.456600 -1.137685 1.1 -0.2 0.1
N -4.179770 -0.895489 -0.600034 -1.6 0.4 -0.1
N -3.010446 -0.534331 -0.318370 0.6 0.9 0.3
C 1.120107 -0.058490 1.002356 0.4 0.1 0.0
C 1.241669 1.489591 0.997039 -0.3 -0.3 0.3
O 2.248327 2.020320 1.412862 0.3 0.0 0.1
N 0.138659 2.143725 0.603519 -0.4 0.1 0.0
C 0.032820 3.587201 0.566634 0.2 0.1 0.3
C -0.210163 4.092926 -0.869921 0.1 0.1 -0.1
C -1.656361 4.610453 -0.910628 -0.1 0.0 -0.1
C -2.324038 4.013484 0.327165 0.0 0.2 0.0
C -1.201511 4.037817 1.359773 0.0 0.0 0.0
C 2.187319 -0.677287 0.132274 0.4 -0.1 0.2
C 2.877315 -1.792236 0.599515 0.0 0.3 -0.3
F 2.512438 -2.326416 1.785802 0.0 0.0 0.0
C 3.914275 -2.389672 -0.089580 -0.1 0.0 0.1
C 4.298097 -1.854160 -1.304615 -0.1 0.0 0.1
C 3.639019 -0.749682 -1.811971 -0.1 0.1 0.0
C 2.598976 -0.174548 -1.100778 0.5 -0.5 0.2
Cl 1.789255 1.159083 -1.806230 -0.1 0.3 -0.5
H -1.090394 -3.614939 3.011177 -0.1 -0.1 0.2
H -0.227617 -2.940762 1.551685 0.2 0.0 -0.2
H -2.021589 -1.425978 3.520095 -0.1 -0.1 0.1
H -2.119556 0.058011 1.513924 0.3 0.1 0.2
H -0.732889 0.452370 2.525742 0.0 0.0 -0.1
H -2.081027 -3.557338 -1.240400 0.2 -0.2 -0.1
H 1.360120 -0.356846 2.033316 -0.1 0.1 -0.2
H -0.609331 1.629967 0.162677 0.1 -0.1 0.1
H 0.964580 3.965010 0.992559 -0.1 0.0 -0.1
H -0.065905 3.273896 -1.574057 0.0 0.0 0.0
H 0.498800 4.876016 -1.131392 0.1 0.0 -0.1
H -1.665376 5.698706 -0.838896 0.0 0.0 0.0
H -2.165637 4.329484 -1.830757 0.0 0.1 -0.1
H -3.196152 4.583051 0.643702 -0.1 -0.1 0.0
H -2.640303 2.987103 0.132429 -0.1 -0.1 0.0
H -1.390015 3.392794 2.216765 0.1 0.0 0.1
H -1.050680 5.055880 1.719195 0.0 0.1 0.0
H 4.400460 -3.255031 0.331177 0.0 -0.1 0.1
H 5.106673 -2.300814 -1.861196 0.1 0.0 0.0
H 3.921797 -0.330982 -2.764848 0.0 0.1 -0.1
```
Forces are in eV/Å.

Summary:
Spin multiplicity: 1
Molecular weight in g/mol: 422.913
Kohn-Sham gap in hartree: 0.33280
Energy relative to the best compared isomer or geometry (same formula, charge and spin) in kJ/mol: 20.7
SMILES string: C=CCN(C(=O)c1csnn1)[C@H](C(=O)NC1CCCC1)c1c(F)cccc1Cl

Molecular formula: C19H20ClN3O2S
Method: DFT, ωB97M-V/def2-TZVPD

The geometry in XYZ format:
```
46
Properties=species:S:1:pos:R:3:forces:R:3
C -1.228150 -2.057337 -1.745051 0.1 -0.1 0.1
C -0.884829 -2.944215 -0.553199 -0.6 -0.1 -0.2
C -2.034340 -3.043563 0.451702 0.2 -0.1 -0.1
N 0.307787 -2.498117 0.135449 0.4 0.1 0.0
N 1.143542 -3.425284 0.590398 -0.1 -0.7 -0.1
C 2.059286 -2.797960 1.302234 -0.1 0.4 0.0
C 1.818230 -1.422075 1.320068 -0.2 0.0 -0.1
C 0.678545 -1.262007 0.555199 0.4 -0.3 0.4
N -0.017472 -0.093662 0.203979 -0.5 0.2 0.9
C 0.638421 0.814949 -0.737170 0.2 0.2 -0.3
C 2.114628 0.982718 -0.497088 0.0 0.1 -0.1
C 2.587118 1.899699 0.433959 0.0 -0.1 -0.1
C 3.942688 2.013326 0.684906 0.1 0.0 0.0
C 4.832823 1.202624 -0.001397 -0.3 -0.1 0.0
Cl 6.526949 1.340345 0.307043 0.2 0.0 0.0
C 4.380626 0.280524 -0.931277 0.1 0.0 0.0
C 3.023119 0.176064 -1.172051 -0.1 0.2 0.0
S -0.796710 0.663802 1.497524 -0.4 -0.1 -0.3
O -1.361006 -0.381652 2.294478 -0.1 -0.1 -0.1
O 0.035461 1.644232 2.133164 0.0 0.1 -0.2
C -2.109261 1.522639 0.626988 0.5 -0.1 0.3
C -3.161173 0.794564 0.105644 -0.1 -0.1 0.0
C -4.170278 1.455184 -0.575491 0.1 -0.1 0.0
C -4.117366 2.832606 -0.724457 0.0 0.1 0.0
C -3.064378 3.555572 -0.186588 0.0 0.0 0.0
C -2.053588 2.897240 0.495142 0.1 0.1 0.1
H -1.540139 -1.070570 -1.415916 -0.1 0.1 -0.1
H -2.037691 -2.511901 -2.310983 -0.1 0.0 0.0
H -0.366554 -1.956899 -2.401553 0.1 0.0 -0.1
H -0.632499 -3.949159 -0.912160 0.0 0.2 0.1
H -2.107952 -2.125356 1.030179 -0.1 0.0 0.0
H -2.973320 -3.233426 -0.062038 -0.1 0.0 -0.1
H -1.844908 -3.857469 1.146959 0.0 -0.1 0.1
H 2.852810 -3.345997 1.769294 0.1 -0.1 0.1
H 2.375638 -0.653985 1.814336 0.1 0.2 0.1
H 0.469749 0.423824 -1.747111 0.0 0.1 0.1
H 0.121520 1.771473 -0.640521 0.1 0.0 -0.3
H 1.887152 2.503726 0.989992 0.0 0.1 0.0
H 4.307314 2.722101 1.411635 0.1 0.1 0.1
H 5.082062 -0.349757 -1.454653 0.1 0.0 0.0
H 2.667346 -0.546850 -1.891689 -0.1 -0.1 -0.1
H -3.187241 -0.272605 0.253439 -0.1 -0.2 0.0
H -4.998565 0.897509 -0.985284 -0.1 -0.1 0.0
H -4.905370 3.345922 -1.254812 -0.1 0.0 0.0
H -3.031683 4.628974 -0.294493 0.0 0.1 0.0
H -1.228347 3.430239 0.941256 0.1 0.1 0.0
```
Forces are in eV/Å.

Summary:
Spin multiplicity: 1
Molecular weight in g/mol: 389.908
Kohn-Sham gap in hartree: 0.34506
Energy relative to the best compared isomer or geometry (same formula, charge and spin) in kJ/mol: 144.6
SMILES string: CC(C)n1nccc1N(Cc1ccc(Cl)cc1)S(=O)(=O)c1ccccc1

Molecular formula: C19H20F9O2Tl
Method: DFT, ωB97M-V/def2-TZVPD

The geometry in XYZ format:
```
51
Properties=species:S:1:pos:R:3:forces:R:3
Tl 0.145389 -0.056011 -0.013047 0.5 -0.7 -0.4
C 0.925990 2.459675 -0.529382 0.1 -0.2 -2.3
C 1.841742 1.558445 -1.229160 -1.3 1.3 -0.3
C 1.104195 0.833944 -2.167178 0.2 -0.3 -1.4
H 2.827577 1.257844 -0.969332 0.2 0.1 -0.1
C -0.248308 1.301841 -2.130925 -0.8 -0.4 -0.8
C -0.345456 2.267848 -1.087794 -0.8 1.2 -0.3
H -1.289948 2.812650 -0.755360 1.4 -0.9 -0.6
H 1.074588 3.040188 0.351605 0.1 0.2 -0.2
H 1.524100 -0.013481 -2.786941 -0.8 1.2 0.7
H -1.071820 0.964234 -2.794675 0.7 0.2 0.7
C -0.350736 0.283089 2.448793 0.2 -0.1 0.6
C -1.105785 1.310337 1.814515 -0.5 0.1 0.4
C -2.131220 0.687033 1.033770 -0.4 -1.0 0.4
H -0.910569 2.397792 1.886537 -0.1 -1.0 -0.1
C -2.004482 -0.743150 1.194768 -0.3 0.8 0.7
C -0.880129 -0.995737 2.071478 -0.7 0.0 -0.5
H -0.450728 -1.981661 2.340170 -0.5 0.8 -0.1
H 0.547353 0.403686 3.076535 -1.0 -0.2 -0.6
H -2.842819 1.183478 0.338279 0.7 -0.5 0.7
H -2.595729 -1.496465 0.671918 0.2 0.3 0.0
O -0.471771 -1.495819 -1.396118 0.8 0.7 1.3
C -2.960567 -2.769426 -1.829442 0.8 0.7 1.1
C -1.602069 -3.322030 -1.974239 -0.6 -0.4 0.5
C -3.448881 -1.757816 -2.777677 0.1 -0.1 0.3
C -3.881499 -3.395978 -0.863272 0.3 0.4 -0.2
C -0.580235 -2.813669 -0.938815 -0.1 0.0 -0.5
H -1.201343 -3.055355 -2.960489 0.2 -0.3 0.0
H -1.614328 -4.409200 -1.839896 0.0 -0.9 -0.3
H -0.945074 -2.976258 0.138820 0.3 0.4 -1.4
H 0.432486 -3.275026 -1.060887 -0.5 -0.3 0.3
H -3.836441 -2.234664 -3.692689 -0.4 0.0 -0.9
H -2.651136 -1.067481 -3.080689 -0.2 0.0 0.0
H -4.278878 -1.171719 -2.358154 0.0 0.1 -0.1
H -4.397187 -4.261982 -1.309128 -0.6 -0.9 0.0
H -4.670837 -2.703522 -0.540703 0.0 -0.1 0.1
H -3.363270 -3.765969 0.032765 -0.1 0.0 0.0
F 2.001129 3.930282 2.073490 0.6 -0.5 0.9
C 2.415647 2.731235 2.597922 -0.1 0.2 0.2
F 3.450620 2.923433 3.453803 -0.8 0.6 0.3
F 1.365907 2.266250 3.308472 1.2 0.7 -0.2
C 2.849847 1.769499 1.462814 0.5 -2.4 0.8
O 1.807299 1.039135 1.137500 -0.7 0.4 -0.2
C 3.890992 2.652769 0.557239 -0.7 0.4 -1.3
F 4.758481 3.287511 1.398047 -0.3 -0.4 -0.9
F 4.644087 1.910338 -0.325531 -0.3 0.9 1.2
F 3.279711 3.629549 -0.191177 1.3 -0.8 1.0
C 3.650304 0.512378 1.951763 -0.4 0.5 -0.1
F 4.797843 0.865458 2.545862 0.8 -1.1 0.4
F 2.878480 -0.204451 2.835550 1.7 0.5 -0.4
F 3.917479 -0.313048 0.880284 0.1 0.8 1.6
```
Forces are in eV/Å.

Summary:
Spin multiplicity: 1
Molecular weight in g/mol: 655.732
Kohn-Sham gap (spin up / spin down) in hartree: 0.10939 / 0.09343
Energy relative to the best compared isomer or geometry (same formula, charge and spin) in kJ/mol: 506.5
Charge: -2

Molecular formula: C19H20N2O4S2
Method: DFT, ωB97M-V/def2-TZVPD

The geometry in XYZ format:
```
47
Properties=species:S:1:pos:R:3:forces:R:3
O -3.415679 -1.010071 2.288741 0.0 -0.3 0.3
C -3.275917 -0.453171 1.217088 -0.4 0.2 -0.4
C -4.148620 -0.784579 0.006811 0.0 0.1 0.3
C -3.502717 -1.846800 -0.862913 0.7 0.4 0.0
S -2.004452 -1.199713 -1.688647 0.1 -0.4 -0.3
O -1.802277 -1.952913 -2.895678 0.0 -0.3 0.0
O -2.147976 0.231945 -1.838218 -0.2 0.2 0.0
C -0.550875 -1.465549 -0.653838 -0.5 -0.1 -0.1
C -0.549532 -2.046142 0.600260 -0.1 -0.1 0.1
C 0.650339 -2.152127 1.283879 0.1 0.0 -0.2
C 1.834438 -1.696618 0.719065 0.2 0.0 0.0
C 1.829134 -1.120535 -0.558088 -0.5 -0.2 0.3
C 0.618071 -1.009488 -1.230293 0.1 0.0 -0.1
N 2.978549 -0.606609 -1.140621 -0.2 0.2 -0.4
C 4.272109 -0.817580 -0.772579 0.1 -0.3 0.2
O 5.181910 -0.192393 -1.261534 0.3 0.2 -0.1
C 4.477347 -1.927965 0.234680 -0.2 -0.1 0.2
S 3.331194 -1.791661 1.638168 0.1 0.2 -0.1
N -2.355119 0.496780 0.986080 0.3 0.4 0.1
C -1.436693 0.929968 2.016190 -0.1 0.0 0.3
C -0.952906 2.356130 1.746059 0.0 -0.3 0.0
C 0.038138 2.386633 0.615475 -0.1 0.2 0.0
C 1.388379 2.174593 0.871442 0.1 0.0 0.0
C 2.315796 2.211090 -0.153172 0.1 0.0 0.1
C 1.899427 2.434233 -1.456373 0.0 0.1 -0.1
C 0.555059 2.624219 -1.724655 0.0 0.0 -0.1
C -0.368353 2.608903 -0.693506 0.0 0.0 0.1
H -4.312542 0.111530 -0.592263 -0.1 0.0 0.0
H -5.106761 -1.153562 0.378387 0.1 0.0 0.0
H -4.149461 -2.141047 -1.687354 0.1 0.0 -0.1
H -3.209977 -2.732098 -0.305741 0.0 -0.2 0.0
H -1.454603 -2.396991 1.067158 -0.1 0.0 0.1
H 0.677409 -2.583345 2.272182 0.0 -0.1 0.1
H 0.570948 -0.554920 -2.207307 0.1 0.1 -0.2
H 2.837122 0.060236 -1.890424 0.1 -0.1 0.2
H 4.316498 -2.896477 -0.244966 0.1 0.1 -0.1
H 5.488615 -1.881227 0.634264 -0.1 0.1 -0.1
H -2.192814 0.813339 0.036560 -0.2 0.0 0.1
H -0.573713 0.252814 2.068890 -0.1 0.1 0.1
H -1.972291 0.870090 2.967857 0.1 0.0 -0.1
H -0.481981 2.736385 2.653970 0.0 0.0 0.0
H -1.813546 2.985529 1.514382 0.0 0.0 0.1
H 1.716365 1.998168 1.886252 0.0 0.0 0.1
H 3.365507 2.072702 0.062637 0.1 0.0 0.0
H 2.626015 2.478370 -2.255908 0.1 0.0 -0.1
H 0.220852 2.796018 -2.736734 0.0 0.0 -0.1
H -1.410439 2.783921 -0.915658 -0.1 0.0 0.0
```
Forces are in eV/Å.

Summary:
Spin multiplicity: 1
Molecular weight in g/mol: 404.513
Kohn-Sham gap in hartree: 0.33229
Energy relative to the best compared isomer or geometry (same formula, charge and spin) in kJ/mol: 2.4
SMILES string: O=C(CCS(=O)(=O)c1ccc2c(c1)NC(=O)CS2)NCCc1ccccc1